1.
Computed, not measured: C31H34ClCoN2 as an isolated structure, with ωB97M-V/def2-TZVPD.

Calculated values
HOMO energy (spin up / spin down) = -3.71 / -3.89 eV
E_tot = -85828.7765 eV
Molar mass = 529.01 g/mol
Orbital gap (spin up / spin down) = 6.5621 / 6.7380 eV

The geometry in ORCA input format:
```
! wB97M-V def2-TZVPD RIJCOSX def2/J DEFGRID3
* xyz -1 2
Co 0.818 -0.293 -0.338
N 2.954 0.572 -0.167
C 3.377 1.450 -1.177
C 3.980 2.656 -0.837
C 4.463 3.512 -1.811
C 4.340 3.158 -3.143
C 3.694 1.983 -3.484
C 3.201 1.097 -2.527
C 2.471 -0.107 -2.972
C 2.926 -0.720 -4.145
C 2.188 -1.699 -4.778
C 0.958 -2.050 -4.247
C 0.542 -1.494 -3.051
C 1.285 -0.545 -2.327
H 3.229 0.895 0.755
H 3.294 -0.369 -0.337
H 4.084 2.912 0.211
H 4.941 4.440 -1.527
H 4.742 3.798 -3.914
H 3.552 1.753 -4.531
H 3.891 -0.438 -4.556
H 2.558 -2.166 -5.684
H 0.333 -2.776 -4.754
H -0.427 -1.804 -2.679
Cl -1.706 -0.765 5.865
C -0.766 -1.083 4.438
C 0.421 -0.392 4.239
C 1.191 -0.673 3.135
C 0.793 -1.617 2.166
C 1.556 -1.843 0.971
C -0.411 -2.304 2.423
C -1.185 -2.042 3.530
H 0.730 0.360 4.953
H 2.123 -0.138 2.991
H 1.323 -2.787 0.476
H 2.633 -1.757 1.131
H -0.737 -3.061 1.727
H -2.115 -2.571 3.677
C -5.442 -0.574 1.811
C -4.135 -0.870 1.124
C -3.957 -2.092 0.493
C -2.743 -2.374 -0.127
C -2.515 -3.705 -0.790
C -1.752 -1.422 -0.118
C -1.886 -0.151 0.490
C -3.126 0.079 1.129
N -0.813 0.665 0.382
C -0.890 2.067 0.748
C -1.113 2.309 2.256
C -1.970 2.786 -0.086
C 0.464 2.702 0.401
H -6.094 -1.446 1.795
H -5.966 0.247 1.318
H -5.274 -0.289 2.849
H -4.761 -2.817 0.479
H -3.404 -4.331 -0.720
H -1.687 -4.232 -0.316
H -2.267 -3.573 -1.841
H -0.787 -1.616 -0.588
H -3.339 0.998 1.651
H -2.118 2.062 2.582
H -0.940 3.360 2.488
H -0.420 1.702 2.833
H -2.938 2.314 0.047
H -1.712 2.720 -1.141
H -2.046 3.836 0.200
H 1.238 2.269 1.029
H 0.441 3.779 0.561
H 0.707 2.503 -0.642
*
```


2.
Computed, not measured: C31H34F7FeIN2O2P2Sb as an isolated structure, with ωB97M-V/def2-TZVPD.

Calculated values
HOMO energy (spin up / spin down) = -10.87 / -10.87 eV
E_tot = -126398.0914 eV
Molar mass = 966.07 g/mol
Orbital gap (spin up / spin down) = 5.7532 / 5.7563 eV
Energy relative to the best compared isomer or geometry (same formula, charge and spin) = 6.5 kJ/mol

The geometry in ORCA input format:
```
! wB97M-V def2-TZVPD RIJCOSX def2/J DEFGRID3
* xyz 1 1
Fe -0.371 0.418 1.302
C -0.400 3.938 -1.762
C 0.692 2.920 -1.901
N 1.489 2.997 -2.939
C 2.505 2.118 -3.063
C 2.794 1.157 -2.126
C 4.009 0.279 -2.298
O 4.995 0.525 -1.300
C 1.935 1.040 -1.010
C 2.297 0.175 0.093
N 1.570 -0.065 1.124
C 2.198 -0.810 2.169
C 3.121 -1.826 1.951
C 3.707 -2.475 3.026
C 3.390 -2.121 4.330
C 2.466 -1.113 4.569
C 1.887 -0.483 3.485
I 0.434 0.994 3.743
C 0.827 1.897 -0.908
O -0.082 1.825 0.026
H -0.563 4.438 -2.716
H -0.118 4.701 -1.033
H -1.328 3.490 -1.406
H 3.125 2.227 -3.946
H 4.419 0.428 -3.300
H 3.742 -0.771 -2.200
H 5.353 1.410 -1.425
H 3.317 -0.196 0.078
H 3.346 -2.146 0.942
H 4.407 -3.277 2.839
H 3.848 -2.636 5.164
H 2.199 -0.835 5.579
C -2.096 3.204 2.123
P -2.293 1.463 1.644
C -3.494 1.550 0.279
C -3.181 0.636 2.988
C -4.195 1.219 3.742
C -4.847 0.476 4.714
C -4.498 -0.853 4.919
C -3.488 -1.438 4.169
C -2.809 -0.695 3.209
P -1.480 -1.366 2.134
C -2.482 -2.305 0.940
C -0.660 -2.689 3.073
H -1.679 3.286 3.126
H -3.046 3.739 2.093
H -1.401 3.660 1.417
H -4.413 2.052 0.582
H -3.738 0.543 -0.058
H -3.040 2.101 -0.546
H -4.476 2.252 3.576
H -5.629 0.929 5.308
H -5.015 -1.436 5.670
H -3.231 -2.475 4.345
H -3.110 -3.021 1.473
H -1.847 -2.840 0.242
H -3.131 -1.623 0.389
H -1.349 -3.231 3.719
H 0.161 -2.302 3.671
H -0.242 -3.387 2.343
F 1.257 1.145 -7.910
C 0.820 0.904 -6.696
C 1.097 -0.349 -6.139
C 0.641 -0.598 -4.879
C -0.090 0.410 -4.162
C -0.537 0.143 -2.904
C -0.329 1.680 -4.783
C 0.111 1.921 -6.049
H 1.653 -1.074 -6.717
H 0.820 -1.546 -4.387
H -1.055 0.908 -2.337
H -0.408 -0.834 -2.450
H -0.879 2.435 -4.239
H -0.047 2.862 -6.555
F 0.214 -1.770 -0.537
Sb 0.934 -3.445 -1.168
F -0.733 -4.264 -0.880
F 0.357 -2.876 -2.893
F 1.687 -4.987 -1.895
F 2.551 -2.473 -1.391
F 1.436 -3.862 0.598
*
```


3.
Computed, not measured: C31H34LuN8OSe as an isolated structure, with ωB97M-V/def2-TZVPD.

Calculated values
HOMO energy = -10.07 eV
E_tot = -145630.0184 eV
Molar mass = 788.60 g/mol
Orbital gap = 7.4443 eV
Energy relative to the best compared isomer or geometry (same formula, charge and spin) = 29.5 kJ/mol

The geometry in ORCA input format:
```
! wB97M-V def2-TZVPD RIJCOSX def2/J DEFGRID3
* xyz 1 1
Lu -0.355 1.191 -1.427
C 6.104 -2.497 -2.794
C 5.076 -3.024 -3.565
C 3.791 -2.517 -3.441
C 3.509 -1.467 -2.567
C 4.550 -0.947 -1.798
C 5.834 -1.462 -1.906
C 2.112 -0.980 -2.474
C 1.638 0.221 -2.133
C 2.516 1.386 -1.834
C 2.370 2.140 -0.662
C 3.136 3.280 -0.425
C 4.067 3.686 -1.361
C 4.207 2.967 -2.547
C 3.435 1.846 -2.786
H 7.108 -2.892 -2.883
H 5.274 -3.831 -4.259
H 2.987 -2.939 -4.036
H 4.363 -0.121 -1.118
H 6.631 -1.048 -1.300
H 1.385 -1.755 -2.720
H 1.675 1.839 0.122
H 2.999 3.844 0.490
H 4.668 4.568 -1.181
H 4.915 3.297 -3.298
H 3.542 1.296 -3.714
C -6.086 0.755 -1.440
N -4.707 0.728 -1.933
C -4.333 -0.497 -2.635
C -3.748 1.532 -1.442
O -2.555 1.084 -1.358
N -4.056 2.773 -1.044
C -5.117 3.556 -1.686
C -3.159 3.558 -0.198
H -6.332 -0.235 -1.055
H -6.791 1.005 -2.231
H -6.190 1.467 -0.629
H -5.127 -0.739 -3.338
H -4.209 -1.331 -1.942
H -3.414 -0.355 -3.191
H -5.488 3.046 -2.568
H -4.685 4.506 -2.000
H -5.941 3.756 -1.003
H -2.517 2.910 0.386
H -3.764 4.146 0.490
H -2.539 4.219 -0.798
C 1.904 -0.665 1.260
C 0.538 -0.209 1.640
N -0.383 0.317 0.839
C -1.505 0.562 1.624
C -1.252 0.198 2.896
N 0.041 -0.289 2.892
C 0.720 -0.802 4.092
N -0.116 -1.715 4.798
N -0.808 -1.281 5.895
N -1.544 -2.232 6.325
C -1.361 -3.332 5.493
C -1.936 -4.604 5.546
C -1.563 -5.501 4.573
C -0.637 -5.149 3.563
C -0.065 -3.899 3.503
C -0.453 -3.002 4.505
H 2.010 -0.639 0.178
H 2.078 -1.691 1.590
H 2.675 -0.030 1.701
H -2.417 0.952 1.207
H -1.852 0.223 3.791
H 0.942 0.020 4.765
H 1.645 -1.281 3.789
H -2.641 -4.864 6.326
H -1.978 -6.500 4.577
H -0.367 -5.889 2.820
H 0.649 -3.642 2.730
Se 1.015 5.510 -3.274
C 0.218 4.184 -2.479
N -0.335 3.287 -1.932
*
```


4.
Computed, not measured: C31H34N7PSSbY as an isolated structure, with ωB97M-V/def2-TZVPD.

Calculated values
HOMO energy = -13.56 eV
E_tot = -70821.9030 eV
Molar mass = 778.37 g/mol
Orbital gap = 7.0048 eV
Energy relative to the best compared isomer or geometry (same formula, charge and spin) = 0.0 kJ/mol

The geometry in ORCA input format:
```
! wB97M-V def2-TZVPD RIJCOSX def2/J DEFGRID3
* xyz 2 1
Y 0.440 1.642 -0.327
N -2.258 5.258 -0.359
C -1.134 4.530 -0.315
S -0.767 3.550 -1.732
N -0.407 4.601 0.774
N 0.707 3.788 0.634
C 1.836 4.278 0.958
C 3.024 3.484 0.633
C 4.295 3.944 0.919
C 5.392 3.209 0.487
C 5.171 2.045 -0.226
C 3.864 1.649 -0.459
N 2.795 2.331 -0.041
H -2.751 5.374 -1.227
H -2.419 5.928 0.378
H 1.920 5.284 1.359
H 4.420 4.872 1.459
H 6.397 3.551 0.694
H 5.988 1.449 -0.607
H 3.667 0.747 -1.021
C -6.569 -2.482 0.716
C -6.540 -1.433 1.626
C -5.690 -0.358 1.414
C -4.852 -0.333 0.299
C -4.888 -1.386 -0.609
C -5.748 -2.457 -0.401
Sb -3.601 1.356 0.076
C -2.531 0.709 -1.672
C -2.912 1.227 -2.909
C -2.142 1.025 -4.045
C -0.955 0.308 -3.970
C -0.578 -0.257 -2.759
C -1.369 -0.068 -1.622
C -2.026 0.598 1.398
C -2.028 -0.730 1.832
C -1.080 -1.189 2.739
C -0.070 -0.354 3.204
C -0.038 0.969 2.784
C -1.026 1.438 1.912
H -7.240 -3.315 0.875
H -7.187 -1.447 2.492
H -5.695 0.461 2.127
H -4.251 -1.384 -1.486
H -5.778 -3.269 -1.115
H -3.809 1.830 -2.993
H -2.459 1.444 -4.990
H -0.351 0.160 -4.855
H 0.293 -0.899 -2.717
H -1.110 -0.591 -0.700
H -2.801 -1.409 1.488
H -1.137 -2.211 3.094
H 0.650 -0.717 3.925
H 0.698 1.658 3.185
H -1.069 2.513 1.715
C 4.177 -3.021 -0.086
N 3.398 -2.787 1.127
C 2.330 -3.784 1.208
N 1.472 -3.806 0.023
C 2.304 -4.026 -1.158
N 3.363 -3.027 -1.299
C 2.828 -1.714 -1.609
P 1.727 -1.072 -0.230
C 2.878 -1.433 1.187
C 0.670 -2.601 -0.091
H 4.663 -3.993 0.001
H 4.953 -2.257 -0.172
H 1.722 -3.591 2.094
H 2.790 -4.766 1.312
H 1.678 -4.024 -2.052
H 2.771 -5.007 -1.069
H 2.245 -1.783 -2.531
H 3.657 -1.035 -1.817
H 2.329 -1.295 2.121
H 3.708 -0.721 1.191
H 0.022 -2.673 -0.969
H 0.026 -2.508 0.783
*
```


5.
Computed, not measured: C31H34N8OS as an isolated structure, with ωB97M-V/def2-TZVPD.

Calculated values
HOMO energy = -9.01 eV
E_tot = -57500.3788 eV
Molar mass = 566.74 g/mol
Orbital gap = 8.1085 eV
Energy relative to the best compared isomer or geometry (same formula, charge and spin) = 0.0 kJ/mol

The geometry in ORCA input format:
```
! wB97M-V def2-TZVPD RIJCOSX def2/J DEFGRID3
* xyz 0 1
C 3.684 -3.688 0.192
N 3.442 -2.341 0.657
C 3.783 -1.213 -0.180
C 2.852 -2.123 1.902
O 3.428 -1.510 2.785
C 1.402 -2.623 2.171
C 0.487 -1.543 1.550
C 0.685 -0.181 2.052
C -0.015 0.893 1.576
C -0.979 0.660 0.531
N -1.746 1.557 -0.097
S -2.645 0.752 -1.196
N -2.110 -0.768 -0.918
C -1.185 -0.730 0.034
C -0.426 -1.854 0.563
C -0.595 -3.303 0.032
N -1.960 -3.582 -0.445
H 4.779 -3.889 0.187
H 3.182 -4.429 0.837
H 3.365 -3.831 -0.863
H 4.002 -1.541 -1.214
H 4.729 -0.747 0.177
H 3.002 -0.432 -0.262
H 1.221 -2.769 3.247
H 1.260 -3.601 1.680
H 1.426 0.057 2.825
H 0.158 1.914 1.937
H 0.139 -3.509 -0.771
H -0.410 -4.001 0.868
H -2.598 -3.001 0.091
H -2.059 -3.275 -1.408
N -3.104 3.544 -6.046
C -4.246 4.157 -5.728
C -4.611 4.484 -4.431
C -3.744 4.154 -3.403
C -2.553 3.517 -3.710
C -2.282 3.237 -5.041
H -4.894 4.392 -6.565
H -5.550 4.983 -4.232
H -3.992 4.392 -2.374
H -1.850 3.243 -2.934
H -1.360 2.741 -5.330
N -4.459 5.852 -0.375
C -5.601 6.464 -0.054
C -5.965 6.787 1.243
C -5.097 6.454 2.270
C -3.906 5.817 1.961
C -3.637 5.542 0.629
H -6.251 6.702 -0.890
H -6.904 7.286 1.444
H -5.344 6.689 3.298
H -3.203 5.540 2.734
H -2.716 5.047 0.339
N 6.103 -1.655 6.006
C 5.033 -2.210 5.429
C 4.448 -3.388 5.870
C 5.003 -4.029 6.965
C 6.114 -3.471 7.576
C 6.621 -2.288 7.060
H 4.635 -1.676 4.575
H 3.579 -3.792 5.366
H 4.575 -4.952 7.338
H 6.577 -3.941 8.433
H 7.487 -1.812 7.507
N 1.136 -1.084 -5.482
C 0.509 -0.826 -4.334
C -0.419 -1.676 -3.749
C -0.714 -2.863 -4.401
C -0.076 -3.151 -5.596
C 0.837 -2.233 -6.090
H 0.771 0.117 -3.865
H -0.896 -1.401 -2.815
H -1.434 -3.557 -3.982
H -0.281 -4.067 -6.134
H 1.364 -2.417 -7.020
*
```


6.
Computed, not measured: a 5-piece molecular cluster, C31H34NO9Si overall, with ωB97M-V/def2-TZVPD.

Calculated values
HOMO energy = -11.78 eV
E_tot = -60483.1180 eV
Molar mass = 592.70 g/mol
Orbital gap = 8.2554 eV

The geometry in ORCA input format:
```
! wB97M-V def2-TZVPD RIJCOSX def2/J DEFGRID3
* xyz 1 1
C -0.020 -3.040 3.241
Si -0.749 -2.682 1.559
C -0.588 -4.203 0.461
C 0.250 -1.296 0.803
C -2.599 -2.100 1.648
C -3.156 -2.303 3.062
O -4.575 -2.335 3.120
C -4.993 -3.457 2.378
C -4.865 -3.157 0.906
N -3.462 -2.715 0.552
H -0.597 -3.717 3.869
H 0.947 -3.516 3.071
H 0.163 -2.110 3.778
H 0.459 -4.498 0.482
H -0.845 -3.943 -0.570
H -1.212 -5.050 0.750
H -0.134 -0.358 1.191
H 1.287 -1.454 1.097
H 0.198 -1.339 -0.284
H -2.591 -1.027 1.456
H -2.823 -1.452 3.654
H -2.782 -3.206 3.549
H -6.020 -3.706 2.631
H -4.371 -4.325 2.629
H -5.089 -4.059 0.338
H -5.582 -2.404 0.590
H -2.987 -3.490 0.090
H -3.563 -1.998 -0.163
C 0.245 2.325 -1.274
C 0.280 3.046 -2.391
C -0.928 3.744 -2.899
O -0.898 4.396 -3.919
C -2.182 3.613 -2.109
C -2.220 2.893 -0.990
C -1.009 2.196 -0.493
O -1.044 1.537 0.532
H 1.109 1.809 -0.886
H 1.183 3.158 -2.978
H -3.047 4.135 -2.496
H -3.114 2.786 -0.391
C 1.654 -1.040 -3.698
C 1.810 -1.804 -4.774
C 2.979 -1.628 -5.679
O 3.115 -2.328 -6.657
C 3.959 -0.568 -5.333
C 3.801 0.198 -4.256
C 2.639 0.016 -3.356
O 2.490 0.709 -2.367
H 0.811 -1.145 -3.025
H 1.108 -2.581 -5.048
H 4.800 -0.455 -6.005
H 4.510 0.977 -3.996
C -5.275 0.806 4.778
C -4.868 0.936 3.520
C -4.456 2.249 2.971
O -4.099 2.349 1.815
C -4.506 3.420 3.877
C -4.911 3.296 5.139
C -5.328 1.980 5.691
O -5.694 1.862 6.837
H -5.582 -0.144 5.198
H -4.817 0.096 2.838
H -4.200 4.368 3.453
H -4.958 4.136 5.820
C 7.290 1.105 -1.995
C 8.138 1.240 -0.980
C 8.996 2.447 -0.850
O 9.767 2.569 0.074
C 8.868 3.495 -1.895
C 8.019 3.358 -2.910
C 7.164 2.153 -3.036
O 6.386 2.030 -3.962
H 6.656 0.234 -2.111
H 8.248 0.490 -0.208
H 9.501 4.365 -1.780
H 7.908 4.107 -3.683
*
```


Question: What is the E_tot in the fourth record?
Answer: -70821.9030 eV